(1)
118
Properties=species:S:1:pos:R:3 method="wB97M-V/def2-TZVPD" gap_ha="0.270 / 0.221" spin_multiplicity=2 s_squared=0.7530 e_lumo_ev="-1.83 / -3.16" de_lowest_ev=1.387 charge=+1
Cu -2.16 0.59 -0.32
O -3.90 2.02 -0.27
C -5.08 1.39 0.18
C -5.03 -0.11 -0.05
C -6.12 -0.91 0.28
C -6.06 -2.26 0.04
C -4.93 -2.77 -0.60
C -3.90 -1.90 -0.91
N -3.94 -0.61 -0.61
H -3.50 2.57 0.41
H -5.92 1.80 -0.39
H -5.27 1.59 1.24
H -7.01 -0.47 0.72
H -6.87 -2.92 0.33
H -4.86 -3.81 -0.86
H -3.00 -2.24 -1.41
N -1.18 2.08 0.45
S 0.04 2.58 1.12
N 1.51 1.90 1.25
S 1.85 0.37 1.21
N 0.77 -0.64 1.76
S -0.32 -1.48 0.89
N -1.22 -1.00 -0.18
C -1.35 -2.09 2.25
C -1.53 -1.37 3.42
C -2.44 -1.82 4.36
C -3.15 -2.99 4.15
C -2.99 -3.70 2.96
C -2.10 -3.23 2.00
C 0.57 -2.94 0.30
C 0.89 -3.02 -1.04
C 1.58 -4.12 -1.51
C 1.93 -5.14 -0.64
C 1.61 -5.05 0.70
C 0.94 -3.94 1.18
C 3.16 -0.39 0.20
C 3.41 -1.69 0.59
C 4.35 -2.43 -0.11
C 5.05 -1.84 -1.14
C 4.83 -0.51 -1.47
C 3.86 0.23 -0.81
C 2.89 0.60 2.68
C 4.09 1.26 2.48
C 4.81 1.76 3.55
C 4.32 1.61 4.84
C 3.13 0.94 5.05
C 2.41 0.44 3.97
C -0.32 2.82 2.89
C 0.50 3.54 3.73
C 0.19 3.63 5.07
C -0.93 2.97 5.57
C -1.75 2.25 4.73
C -1.45 2.18 3.38
C 0.58 4.20 0.52
C 1.91 4.54 0.68
C 2.38 5.73 0.16
C 1.51 6.58 -0.51
C 0.18 6.23 -0.67
C -0.30 5.03 -0.16
H -0.94 -0.49 3.58
H -2.58 -1.26 5.28
H -3.84 -3.36 4.90
H -3.53 -4.61 2.79
H -1.96 -3.75 1.06
H 0.61 -2.21 -1.69
H 1.84 -4.18 -2.56
H 2.46 -6.01 -1.01
H 1.89 -5.84 1.38
H 0.70 -3.85 2.23
H 2.87 -2.11 1.42
H 4.52 -3.46 0.15
H 5.79 -2.41 -1.69
H 5.41 -0.04 -2.26
H 3.66 1.25 -1.08
H 4.47 1.40 1.47
H 5.74 2.30 3.38
H 4.88 2.01 5.68
H 2.74 0.83 6.05
H 1.47 -0.07 4.11
H 1.38 4.02 3.33
H 0.82 4.21 5.73
H -1.16 3.04 6.62
H -2.62 1.74 5.11
H -2.06 1.62 2.68
H 2.56 3.85 1.19
H 3.42 6.00 0.28
H 1.87 7.51 -0.92
H -0.49 6.89 -1.20
H -1.33 4.73 -0.28
Cl 2.75 -0.09 -6.40
C 1.84 -1.50 -5.97
C 2.28 -2.74 -6.38
C 1.54 -3.86 -6.05
C 0.42 -3.74 -5.26
C 0.00 -2.49 -4.82
Cl -1.32 -2.44 -3.70
C 0.68 -1.32 -5.19
N 0.34 -0.05 -4.82
C -0.87 0.41 -4.34
C -2.06 0.08 -5.00
C -3.27 0.55 -4.53
C -3.31 1.37 -3.42
C -2.13 1.75 -2.80
C -0.90 1.28 -3.24
C 0.37 1.68 -2.56
C 1.06 0.49 -1.85
O 1.73 -0.31 -2.49
O 0.87 0.47 -0.59
H 3.18 -2.82 -6.97
H 1.86 -4.83 -6.39
H -0.14 -4.61 -4.96
H 1.15 0.53 -4.62
H -2.01 -0.53 -5.89
H -4.18 0.29 -5.05
H -4.25 1.74 -3.04
H -2.15 2.45 -1.98
H 0.15 2.43 -1.79
H 1.09 2.10 -3.27

***

(2)
15
Properties=species:S:1:pos:R:3 method="wB97M-V/def2-TZVPD" gap_ha=0.388 smiles="C=C(F)N=C(C)C" e_lumo_ev=0.97 de_lowest_ev=2.609
C 1.11 -1.31 2.16
C 0.74 -1.41 0.89
F 0.33 -2.42 0.17
N 1.08 -0.01 -0.17
C -0.01 0.49 -0.50
C 0.07 1.67 -1.39
C -1.35 -0.06 -0.41
H 1.24 -2.21 2.86
H 1.49 -0.35 2.54
H 0.11 2.61 -0.70
H -0.71 1.66 -2.16
H 0.98 1.80 -1.91
H -1.94 0.84 -0.79
H -1.59 -0.43 0.52
H -1.55 -0.87 -1.11

***

(3)
79
Properties=species:S:1:pos:R:3 method="wB97M-V/def2-TZVPD" gap_ha="0.186 / 0.186" spin_multiplicity=2 s_squared=0.7598 e_lumo_ev="1.47 / 1.46" de_lowest_ev=0.911 charge=-2
Tl -3.26 -20.35 5.57
C -6.62 -23.52 6.34
O -7.68 -23.87 7.32
C -7.71 -23.35 8.57
C -8.87 -23.00 9.16
C -8.85 -22.08 10.20
C -7.65 -21.65 10.75
C -6.45 -22.08 10.24
C -5.20 -21.71 10.77
N -5.14 -20.57 11.50
N -4.05 -20.02 11.73
C -3.16 -19.75 10.58
O -3.52 -20.06 9.44
C -2.05 -18.93 11.00
C -2.02 -18.24 12.21
C -1.05 -17.28 12.43
C -0.07 -17.06 11.49
C -0.12 -17.75 10.29
C -1.11 -18.70 10.03
C -6.38 -23.17 9.32
O -5.40 -23.93 9.19
H -7.04 -23.81 5.36
H -6.63 -22.44 6.45
H -5.68 -24.04 6.55
H -9.81 -23.38 8.79
H -9.82 -21.57 10.52
H -7.70 -20.95 11.61
H -4.33 -22.31 10.65
H -2.77 -18.41 12.98
H -1.03 -16.71 13.37
H 0.82 -16.42 11.69
H 0.58 -17.42 9.53
H -1.17 -19.29 9.12
O -8.02 -20.28 5.70
C -6.89 -19.86 5.32
O -5.92 -19.49 6.06
C -6.60 -19.69 3.81
C -7.64 -20.20 2.94
C -7.41 -20.31 1.60
C -6.13 -19.87 1.13
C -5.84 -19.84 -0.22
C -4.63 -19.31 -0.68
C -3.65 -18.85 0.24
C -3.86 -19.03 1.58
C -5.15 -19.44 2.06
N -5.42 -19.31 3.37
H -8.63 -20.44 3.34
H -8.18 -20.63 0.92
H -6.59 -20.24 -0.93
H -4.43 -19.28 -1.74
H -2.75 -18.31 -0.12
H -3.01 -18.93 2.24
O -1.22 -19.15 4.67
S 0.01 -19.40 5.53
O 0.19 -18.58 6.71
O 1.16 -19.45 4.68
S -0.69 -21.28 6.38
N -6.90 -17.45 7.89
C -6.38 -16.13 7.86
O -7.00 -15.17 8.33
C -5.01 -15.97 7.28
C -4.49 -14.77 6.70
C -3.30 -14.85 5.98
C -2.62 -16.06 5.83
N -3.04 -17.12 6.55
C -4.14 -17.07 7.24
H -7.90 -17.49 7.97
H -6.41 -18.19 7.35
H -5.05 -13.88 6.89
H -2.82 -13.96 5.58
H -1.65 -16.18 5.44
H -4.48 -17.99 7.75
F -3.34 -22.47 4.05
Sb -4.26 -23.70 2.71
F -5.02 -24.83 1.36
F -5.93 -22.92 3.30
F -4.21 -22.33 1.41
F -4.37 -25.05 4.08
F -2.50 -24.36 2.31

***

(4)
75
Properties=species:S:1:pos:R:3 method="wB97M-V/def2-TZVPD" gap_ha="0.275 / 0.221" spin_multiplicity=5 s_squared=6.0842 e_lumo_ev="-6.15 / -7.62" charge=+2
Pd 0.00 0.05 -0.11
C 2.93 0.35 1.31
N 1.54 0.08 1.71
C 1.40 -1.30 2.17
C -0.01 -1.66 2.58
N -0.99 -1.19 1.60
C -2.26 -1.58 1.64
C -2.83 -2.56 2.52
F -2.10 -3.14 3.45
C -4.15 -2.94 2.46
F -4.62 -3.84 3.29
C -5.01 -2.37 1.52
F -6.26 -2.73 1.45
C -4.52 -1.38 0.66
F -5.33 -0.81 -0.21
C -3.21 -1.01 0.73
F -2.83 -0.02 -0.07
C 1.14 1.07 2.74
C -0.32 1.49 2.66
N -0.60 1.78 1.27
C -1.57 2.68 0.98
C -2.77 2.83 1.72
F -3.04 1.99 2.71
C -3.72 3.76 1.38
F -4.85 3.83 2.06
C -3.51 4.61 0.30
F -4.42 5.50 -0.02
C -2.34 4.51 -0.44
F -2.12 5.34 -1.45
C -1.40 3.56 -0.11
F -0.26 3.54 -0.77
H 3.60 0.31 2.18
H 3.00 1.34 0.86
H 3.27 -0.38 0.59
H 2.08 -1.51 3.01
H 1.68 -1.95 1.34
H -0.25 -1.23 3.56
H -0.05 -2.73 2.71
H 1.74 1.97 2.57
H 1.38 0.71 3.74
H -0.47 2.37 3.28
H -0.99 0.72 3.04
N 2.54 1.09 -3.47
C 3.44 0.11 -3.07
C 4.67 -0.28 -3.57
C 5.26 -1.38 -2.98
C 4.62 -2.08 -1.94
C 3.40 -1.68 -1.45
C 2.81 -0.54 -2.00
N 1.60 0.08 -1.75
C 1.46 1.01 -2.66
C 0.19 1.70 -2.85
C -0.15 2.63 -3.78
S -1.81 2.97 -3.70
C -1.97 1.84 -2.42
N -0.86 1.26 -2.08
H 2.67 1.73 -4.23
H 5.15 0.23 -4.39
H 6.22 -1.73 -3.33
H 5.10 -2.96 -1.53
H 2.88 -2.24 -0.67
H 0.48 3.13 -4.50
H -2.92 1.64 -1.95
Se 0.32 -5.20 0.14
N -0.66 -5.52 -1.26
C -0.92 -4.35 -1.82
C -1.61 -4.17 -3.05
C -1.71 -2.90 -3.51
C -1.18 -1.81 -2.76
N -0.57 -1.90 -1.61
C -0.38 -3.18 -1.14
N 0.33 -3.44 -0.06
H -2.00 -5.02 -3.58
H -2.19 -2.69 -4.46
H -1.30 -0.81 -3.15

***

(5)
88
Properties=species:S:1:pos:R:3 method="wB97M-V/def2-TZVPD" gap_ha="0.284 / 0.216" spin_multiplicity=6 s_squared=8.7592 e_lumo_ev="0.21 / -1.63" de_lowest_ev=3.233
C 2.96 -2.65 -2.43
C 2.47 -1.93 -3.65
H 2.52 -3.66 -2.38
H 2.69 -2.14 -1.51
H 4.06 -2.76 -2.49
C 2.58 -2.45 -4.89
C 3.08 -3.83 -5.18
H 2.37 -1.85 -5.77
H 2.58 -4.55 -4.51
H 4.18 -3.94 -5.05
H 2.85 -4.09 -6.23
Ru 0.45 0.18 1.27
Cl 1.97 1.14 -0.09
C -0.61 2.83 0.94
O -0.94 1.62 1.23
N -1.55 3.71 0.62
C -2.97 3.37 0.60
C -1.15 5.00 0.08
H 0.43 3.17 0.92
H -3.25 2.96 1.58
H -3.22 2.66 -0.21
H -3.53 4.30 0.42
H -0.33 5.38 0.70
H -2.03 5.67 0.13
H -0.80 4.89 -0.97
H -2.80 1.42 4.98
H -0.86 0.96 7.55
C -2.81 0.37 5.33
C -1.20 -0.04 7.22
N -1.50 -0.06 5.79
H -3.14 -0.26 4.49
C -0.49 -0.19 4.90
O -0.66 0.01 3.69
H -0.40 -0.76 7.43
H 0.48 -0.48 5.34
H -3.51 0.28 6.16
H -2.10 -0.31 7.79
H -0.49 -5.06 3.43
H -0.27 -3.77 0.16
C -1.45 -4.89 2.92
C -1.24 -4.14 0.56
N -1.37 -3.80 1.96
H -2.20 -4.66 3.69
C -1.28 -2.54 2.44
O -1.30 -1.49 1.75
H -2.03 -3.72 -0.06
H -1.20 -2.52 3.55
H -1.74 -5.79 2.38
H -1.26 -5.23 0.51
O 1.00 -0.34 -2.49
C 2.00 -0.48 -3.47
C 0.59 -0.32 -5.58
C 1.49 0.24 -4.67
H 0.36 -1.39 -5.50
C 0.11 0.47 -6.63
H 2.92 0.01 -3.08
C 1.82 1.59 -4.70
H -0.53 0.03 -7.40
C 0.51 1.81 -6.72
C 1.38 2.35 -5.78
H 2.49 1.98 -3.93
H 0.20 2.42 -7.57
H 1.79 3.36 -5.86
Si -0.70 -0.27 -2.03
Cl 0.25 -1.84 -0.57
C -1.74 -0.80 -3.60
C -0.68 1.64 -2.33
C -2.13 -0.71 -0.81
H -1.62 -0.04 -4.39
H -2.82 -0.88 -3.40
H -1.39 -1.77 -3.99
H -3.09 -0.79 -1.33
H -2.27 -0.02 0.02
H -1.91 -1.71 -0.40
H -0.53 1.84 -3.42
H 0.15 2.14 -1.79
H -1.64 2.09 -2.06
F 3.04 -0.17 2.71
C 2.60 0.99 3.27
C 1.34 1.46 2.88
C 0.78 2.41 3.72
F -0.52 2.83 3.65
C 1.49 2.97 4.80
F 0.97 4.01 5.50
C 2.79 2.57 5.08
F 3.53 3.24 5.98
C 3.35 1.56 4.30
F 4.63 1.19 4.55

***

(6)
114
Properties=species:S:1:pos:R:3 method="wB97M-V/def2-TZVPD" gap_ha="0.206 / 0.203" spin_multiplicity=2 s_squared=0.7773 e_lumo_ev="-9.53 / -9.61" de_lowest_ev=0.865 charge=+3
Pb -0.15 -0.06 -0.55
C -3.17 2.07 -1.34
C -3.23 0.85 -0.48
C -4.38 0.16 -0.14
C -3.98 -0.84 0.72
N -2.66 -0.77 0.91
N -2.17 0.29 0.19
B -1.87 -1.61 1.95
N -1.05 -2.68 1.22
C -1.05 -4.02 1.26
C -0.10 -4.50 0.38
C 0.46 -3.37 -0.21
C 1.55 -3.34 -1.22
N -0.12 -2.27 0.31
N -0.84 -0.63 2.78
C -0.84 -0.81 4.14
C -0.23 0.06 4.96
C 0.33 1.28 4.31
C 1.08 2.24 5.24
N 0.15 0.09 2.18
N -2.84 -2.13 2.96
C -2.90 -3.24 3.76
C -3.78 -2.98 4.77
C -4.23 -1.66 4.54
C -5.21 -0.86 5.35
N -3.66 -1.15 3.47
H -3.87 1.96 -2.16
H -3.50 2.92 -0.75
H -2.18 2.28 -1.74
H -5.38 0.38 -0.46
H -4.57 -1.58 1.25
H -1.74 -4.57 1.87
H 0.14 -5.53 0.19
H 1.56 -4.26 -1.79
H 1.44 -2.51 -1.92
H 2.53 -3.25 -0.73
H -1.38 -1.67 4.51
H -0.23 -0.07 6.03
H 0.34 2.80 5.81
H 1.70 1.71 5.96
H 1.69 2.96 4.69
H -2.31 -4.12 3.60
H -4.07 -3.65 5.56
H -5.65 -1.48 6.13
H -4.72 -0.01 5.82
H -6.01 -0.48 4.72
C 0.33 -3.39 -4.89
C -0.38 -2.43 -5.81
C -1.49 -2.84 -6.54
C -2.09 -2.01 -7.48
C -1.58 -0.74 -7.71
C -0.49 -0.30 -6.98
C 0.07 -1.13 -6.01
N 1.20 -0.64 -5.26
C 1.22 -0.49 -3.92
N 2.49 -0.29 -3.39
C 2.82 -0.11 -2.08
C 2.12 0.02 -0.94
C 2.62 -0.06 0.45
C 4.16 -0.24 0.58
C 4.90 -0.13 -0.70
C 4.33 -0.02 -1.90
C 5.17 0.18 -3.14
N 0.28 -0.52 -3.05
C -1.11 -0.58 -3.27
C -1.81 -1.64 -2.69
C -3.18 -1.78 -2.91
C -3.84 -0.85 -3.70
C -3.14 0.24 -4.22
C -1.79 0.43 -3.99
C -1.07 1.66 -4.46
H -0.02 -4.40 -5.06
H 0.16 -3.14 -3.84
H 1.41 -3.38 -5.07
H -1.86 -3.85 -6.41
H -2.94 -2.37 -8.05
H -2.01 -0.11 -8.47
H -0.07 0.68 -7.16
H 2.03 -0.40 -5.78
H 3.27 -0.37 -4.02
H 2.11 -0.85 1.01
H 4.45 -1.14 1.13
H 5.98 -0.10 -0.64
H 6.20 0.36 -2.85
H 4.84 1.04 -3.72
H 5.18 -0.70 -3.78
H -1.26 -2.42 -2.17
H -3.71 -2.62 -2.49
H -4.89 -0.97 -3.92
H -3.68 0.97 -4.81
H -1.78 2.41 -4.82
H -0.37 1.45 -5.27
H -0.49 2.11 -3.64
C -1.03 4.29 0.64
C 0.00 3.25 0.31
O -0.13 2.43 -0.62
N 1.12 3.26 1.05
C 2.35 2.62 0.61
C 2.69 1.27 1.27
C 4.22 1.06 1.43
C 4.42 1.00 2.91
C 3.26 1.11 3.54
C 0.91 0.83 2.99
N 2.15 1.19 2.63
H -2.00 4.00 0.25
H -0.73 5.23 0.16
H -1.09 4.47 1.71
H 1.21 4.00 1.73
H 3.16 3.31 0.83
H 2.31 2.49 -0.47
H 4.82 1.84 0.95
H 5.38 0.89 3.40
H 3.08 1.07 4.60
H -0.56 1.83 3.95

***

In order of appearance, electronic energy = -176095.838 -9519.180 -107623.622 -153753.589 -92517.605 -75864.944 eV.